1.
Below is a structure of composition C19H42IrP2Si in a non-equilibrium geometry, with properties calculated with wB97M-V/def2-TZVPD.

Atoms and positions in Å:
P  -0.4658  -1.7276  -4.6406
P  0.3543  1.8504  -5.0476
C  -0.8258  -0.4280  -5.9663
C  0.3210  0.5195  -6.2933
H  -1.7128  0.1529  -5.6515
H  -1.0513  -1.0137  -6.8654
H  1.2938  0.0214  -6.5070
H  0.1278  1.0511  -7.2357
C  -0.6831  3.1080  -6.0699
H  -0.8913  4.0558  -5.5478
H  -1.6459  2.6780  -6.3772
H  -0.1511  3.3647  -6.9886
C  1.8687  2.8886  -5.4804
H  1.7729  3.2497  -6.5308
H  2.7392  2.2197  -5.4353
H  1.9997  3.7776  -4.8263
C  -2.0286  -2.5385  -4.1468
H  -1.9003  -3.1658  -3.2455
H  -2.3715  -3.1990  -4.9574
H  -2.8383  -1.8093  -3.9629
C  0.3240  -2.9672  -5.7009
H  1.2070  -2.5683  -6.2087
H  -0.3869  -3.2649  -6.4919
H  0.6006  -3.8630  -5.1363
Ir  -0.8864  -0.6721  0.5716
C  0.0658  2.4750  -3.2809
C  -0.9943  1.6705  -3.8565
C  -1.3539  0.4863  -2.9482
C  -0.2414  -0.5115  -2.6324
C  0.8414  -0.9423  -3.7274
C  1.6635  0.2774  -4.0589
C  2.2550  1.0977  -2.9032
C  1.2604  2.1130  -2.3985
C  -0.4599  -2.5758  0.4051
H  -0.1478  3.5462  -3.2102
H  -1.9220  2.1513  -4.1832
H  -2.2388  -0.0449  -3.4159
H  -1.6788  0.8726  -1.9530
H  0.3370  -0.0886  -1.8167
H  -0.6613  -1.4139  -2.1760
H  1.4489  -1.7708  -3.2824
H  2.5164  -0.0332  -4.7352
H  3.1417  1.6790  -3.2817
H  2.6119  0.4412  -2.0670
H  0.9009  1.7954  -1.4238
H  1.8527  3.0391  -2.2267
H  0.5622  -2.7610  0.7831
H  -0.5128  -2.9104  -0.6353
H  -1.2050  -3.1600  0.9738
C  -2.7730  0.5437  1.5057
Si  -1.1461  1.2927  2.0489
C  -1.0526  3.0347  2.7319
C  -0.3383  -0.1087  3.0378
C  -0.2340  1.1527  0.3777
H  -3.2754  0.4241  2.4916
H  -2.8561  -0.4480  0.9143
H  -3.3276  1.2719  0.9017
H  -1.7494  3.3186  3.5292
H  -0.0215  3.0953  3.1201
H  -1.1611  3.7575  1.9126
H  -0.2464  -1.0981  2.4755
H  0.6821  0.1883  3.3127
H  -0.9482  -0.2693  3.9339
H  -0.7064  1.8769  -0.3168
H  0.8626  1.3089  0.3911

Summary:
- Energy above the lowest of the compared OMol25 structures with the same formula, charge and spin: 162.5 kJ/mol
- Total charge: +2
- HOMO (spin up / spin down): -12.65 / -12.54 eV
- ⟨S²⟩: 8.764
- Spin multiplicity: 6



2.
Below is a cluster of 6 separate species, C19H42N2O6Si in total, with properties calculated with wB97M-V/def2-TZVPD.

Atoms and positions in Å:
C  0.5746  3.6850  4.8512
N  1.3269  3.0067  3.7869
C  1.3876  3.8320  2.5510
C  0.6584  1.7672  3.4617
O  -0.5468  1.6982  3.3815
C  1.5501  0.5792  3.2537
Si  1.2004  -0.4403  1.6814
N  -0.4511  -0.4706  1.1698
H  -0.3443  4.1634  4.4920
H  0.2972  2.9636  5.6235
H  1.2118  4.4411  5.3169
H  0.6572  4.6445  2.5997
H  2.3952  4.2371  2.4315
H  1.1459  3.2314  1.6705
H  2.5920  0.9109  3.1997
H  1.4687  -0.0500  4.1485
H  1.6909  -1.8125  1.9418
H  2.0016  0.1184  0.5860
H  -1.1448  -0.4078  1.9027
H  -0.6654  0.1874  0.4341
C  2.8263  -3.6770  -3.3325
C  2.3959  -3.2860  -1.9384
C  0.9090  -3.2642  -1.6686
O  3.1987  -3.0045  -1.0809
H  3.9099  -3.6482  -3.4070
H  2.4695  -4.6835  -3.5617
H  2.4057  -2.9875  -4.0660
H  0.4887  -4.2571  -1.8390
H  0.4196  -2.5555  -2.3386
H  0.7296  -2.9682  -0.6376
C  -5.9012  1.8551  4.6734
C  -4.8086  2.7227  4.0932
C  -3.5486  2.0245  3.6528
O  -4.9484  3.9207  3.9867
H  -6.7519  2.4756  4.9475
H  -6.2078  1.1120  3.9350
H  -5.5343  1.3307  5.5569
H  -3.7878  1.2864  2.8843
H  -3.0867  1.5083  4.4945
H  -2.8474  2.7513  3.2569
C  -5.6544  -1.5607  -0.0107
C  -6.0716  -1.2133  1.3978
C  -7.5492  -1.2695  1.7027
O  -5.2609  -0.9056  2.2394
H  -4.5734  -1.4844  -0.1004
H  -5.9677  -2.5774  -0.2535
H  -6.1279  -0.8793  -0.7194
H  -7.9305  -2.2757  1.5214
H  -8.0912  -0.5777  1.0559
H  -7.7199  -1.0015  2.7427
C  5.2177  -4.2312  -7.8193
C  5.4735  -3.9937  -6.3501
C  6.2932  -5.0359  -5.6275
O  5.0434  -3.0195  -5.7799
H  4.6206  -3.4172  -8.2228
H  6.1641  -4.2892  -8.3593
H  4.6874  -5.1747  -7.9592
H  7.2784  -5.1230  -6.0885
H  5.8012  -6.0081  -5.6892
H  6.4070  -4.7536  -4.5837
C  0.6518  4.0467  -1.9336
C  1.7828  3.1715  -1.4505
C  3.1133  3.3326  -2.1425
O  1.6311  2.3787  -0.5499
H  -0.2467  3.8374  -1.3576
H  0.9185  5.0987  -1.8189
H  0.4576  3.8580  -2.9907
H  3.4682  4.3591  -2.0351
H  3.0094  3.1173  -3.2072
H  3.8379  2.6504  -1.7052

Summary:
- Total charge: 0
- HOMO: -8.76 eV
- Spin multiplicity: 1



3.
Below is a cluster of 7 separate species, C19H42NO13P in total in a non-equilibrium geometry, with properties calculated with wB97M-V/def2-TZVPD.

Atoms and positions in Å:
N  -0.7230  -0.8907  -0.2511
H  -0.9249  -1.0230  -1.1648
H  0.1610  -1.1260  -0.1410
H  -1.4280  -1.6811  0.1233
H  -0.9219  -0.0504  0.0344
P  -3.7877  -0.6282  -0.6860
O  -3.2748  -2.0181  -1.1091
O  -5.3532  -0.6862  -0.9658
O  -2.9141  0.3381  -1.3945
O  -3.4832  -0.6946  0.7792
O  1.1588  -4.4283  -1.6600
C  0.6132  -3.5917  -2.3026
O  0.9844  -2.2731  -2.4328
C  2.2696  -1.9672  -1.9612
C  2.4949  -0.4738  -2.3314
C  -0.7472  -3.8130  -2.9096
H  3.0236  -2.5742  -2.6509
H  2.4194  -2.1631  -0.8304
H  3.6331  -0.1480  -2.2813
H  2.0130  0.1008  -1.5869
H  2.3226  -0.1858  -3.3008
H  -1.3508  -3.5010  -2.1638
H  -0.8018  -4.8598  -3.1249
H  -1.1148  -3.1550  -3.7865
O  -3.1742  4.0758  2.5742
C  -2.3094  3.5078  1.9200
O  -0.9867  3.9374  1.9869
C  -0.4685  5.1078  2.6715
C  0.8634  5.2101  2.2535
C  -2.5270  2.3716  1.0422
H  -0.5340  4.9034  3.8176
H  -1.2039  5.9699  2.6322
H  0.9659  5.2598  1.2636
H  1.5968  4.3031  2.4513
H  1.4604  6.1562  2.4540
H  -2.6001  2.4030  0.0063
H  -3.5453  1.9185  1.0584
H  -2.0866  1.3211  1.2987
O  0.2454  -3.1905  1.7629
C  -0.3848  -3.9700  2.4750
O  -1.3241  -4.9019  2.0029
C  -1.6996  -4.8350  0.7071
C  -2.9311  -5.7897  0.4929
C  -0.0878  -4.0688  3.9784
H  -0.8999  -5.2857  0.1151
H  -1.9468  -3.8991  0.1851
H  -3.3351  -5.5830  -0.3659
H  -3.6211  -5.5209  1.1819
H  -2.5766  -6.7224  0.5283
H  -1.0422  -4.0345  4.3519
H  0.5044  -3.2973  4.3231
H  0.5656  -5.0078  4.0657
O  1.4676  0.9579  0.9503
C  2.6713  0.8100  1.3374
O  3.6185  1.6405  1.0265
C  3.3516  2.6453  0.0362
C  4.5569  3.5393  -0.1803
C  2.9611  -0.1662  2.4548
H  2.4449  3.2743  0.5004
H  3.1406  2.1183  -0.9572
H  4.1769  4.3792  -0.4952
H  4.9983  3.1798  -0.9201
H  5.1097  3.8493  0.8554
H  2.9517  0.1122  3.5236
H  3.9148  -0.6639  2.2897
H  2.2754  -0.8772  2.3580
C  -0.0063  2.1348  -1.9518
C  -0.4884  3.0487  -3.1990
O  0.4032  3.6512  -3.9248
C  -1.9443  2.9687  -3.3858
H  1.0726  2.4374  -1.9316
H  -0.5039  1.1371  -1.7659
H  -0.3887  2.1937  -1.1367
H  -2.3910  3.9153  -3.6048
H  -2.4407  2.3249  -2.6516
H  -2.1370  2.5437  -4.3638

Summary:
- Energy above the lowest of the compared OMol25 structures with the same formula, charge and spin: 66.6 kJ/mol
- Total charge: -2
- HOMO: 1.36 eV
- Spin multiplicity: 1